1.
This record from the OMol25 dataset describes a structure of composition C32H25AsN4O2PS5W in a non-equilibrium geometry. The level of theory is ωB97M-V/def2-TZVPD.

XYZ file:
```
71
Properties=species:S:1:pos:R:3:lowdin_spin:R:1
W 0.02307 -1.14817 1.47562 1.176
N 0.78816 -8.45701 0.11163 0.000
C 0.62045 -7.41683 0.96572 0.000
C 1.65657 -6.88936 1.73619 0.000
C 1.40540 -5.76182 2.49523 0.001
C 0.10927 -5.20250 2.58908 0.001
C -0.93592 -5.73413 1.82288 0.000
C -0.64123 -6.78073 0.97295 0.001
S -0.02819 -3.86094 3.77449 0.009
O -0.87832 -4.48240 4.78349 0.005
O 1.25599 -3.35942 4.13085 0.004
N -0.62220 -2.51151 2.98570 0.048
C -1.93238 -2.19640 2.98601 0.030
N -2.73511 -2.38589 4.00308 -0.003
C -3.78107 -1.48972 4.00643 0.039
C -4.15523 -0.76740 2.88726 0.002
C -3.22234 -0.64442 1.81942 0.041
N -2.09527 -1.35201 1.91172 0.019
H 1.68663 -8.99164 0.20159 0.000
H 0.00572 -9.07248 -0.07114 0.000
H 2.59622 -7.43551 1.81738 0.000
H 2.26865 -5.29182 3.05905 0.001
H -1.94831 -5.37855 1.98375 0.000
H -1.32086 -7.21163 0.23596 0.000
H -4.20917 -1.34772 4.98053 0.002
H -5.06671 -0.23606 2.95428 -0.001
H -3.29285 -0.02802 0.94221 0.002
C 1.41486 4.60721 -5.34309 0.000
C 1.60071 3.24683 -5.35534 0.000
C 1.51528 2.54930 -4.09691 0.000
C 1.35784 3.22471 -2.90834 -0.001
C 1.13493 4.60211 -2.94081 0.000
C 1.30088 5.31826 -4.12318 0.000
P 1.30737 2.35094 -1.32405 0.001
C 1.96137 3.65956 -0.27308 0.002
C 1.37247 3.88199 0.95650 0.008
C 1.60000 5.09077 1.62706 0.002
C 2.51803 6.01786 1.08472 0.002
C 3.18606 5.71668 -0.11631 0.001
C 2.97238 4.53904 -0.76808 0.001
C -0.34898 1.99284 -0.87315 -0.006
C -1.16327 3.10403 -0.93429 0.023
C -2.54761 2.89419 -1.23960 -0.007
C -3.04893 1.75855 -1.73584 0.015
C -2.19414 0.67245 -1.76619 0.002
C -2.48919 -0.51494 -2.46935 0.051
C -1.71361 -1.64639 -2.34958 -0.001
C -0.59856 -1.60633 -1.48363 0.056
C -0.46253 -0.61689 -0.54936 0.010
C -0.96133 0.69084 -0.98595 0.033
H 1.45499 5.14811 -6.29009 0.000
H 1.89563 2.69729 -6.28534 0.000
H 1.59983 1.43996 -4.06462 0.000
H 0.74377 5.12038 -2.07125 0.000
H 1.05282 6.37186 -4.13408 0.000
H 0.60651 3.16815 1.28831 0.002
H 1.10087 5.26869 2.56870 0.000
H 2.70157 7.04462 1.47896 0.000
H 3.85526 6.46422 -0.46450 0.000
H 3.47196 4.32602 -1.71872 0.000
H -0.77021 4.09528 -0.65475 0.001
H -3.20505 3.73298 -1.09940 -0.001
H -4.07493 1.57363 -2.03034 0.001
H -3.33365 -0.51051 -3.16359 0.003
H -1.92487 -2.57957 -2.84325 -0.001
H 0.10070 -2.45114 -1.49462 0.005
S 2.32113 0.70293 -0.92738 0.016
As 2.94156 1.03327 2.04185 0.129
S 0.70228 0.75723 2.49341 0.032
S 1.77465 -2.38204 0.90266 0.111
S 3.72021 2.87913 2.87451 0.131
```

Total energy (Eh): -6239.07331
Charge: -1
Molecular weight (g/mol): 947.6
HOMO energy (spin up / spin down) (eV): -3.09 / -4.67
LUMO level (spin up / spin down) (Ha): 0.0670 / 0.0695
ΔE to the lowest compared entry with this formula, charge and spin (kJ/mol): 441.3
Spin multiplicity: 3
⟨S²⟩: 2.059


2.
This record from the OMol25 dataset describes a structure of composition C32H25CaN2PS6 in a non-equilibrium geometry. The level of theory is ωB97M-V/def2-TZVPD.

XYZ file:
```
67
Properties=species:S:1:pos:R:3:lowdin_charge:R:1
Ca -0.02582 0.15017 1.45917 1.087
C -6.46769 -3.13132 0.96729 -0.084
C -5.73931 -2.60881 2.02261 -0.079
C -4.47293 -2.10526 1.80147 -0.102
C -3.91688 -2.12650 0.52660 -0.371
C -4.65177 -2.64957 -0.52913 -0.094
C -5.92152 -3.15053 -0.30375 -0.077
P -2.26634 -1.36260 0.37100 1.027
C -1.85940 -1.72801 -1.36797 -0.388
C -1.63622 -0.73188 -2.31279 -0.084
C -1.32340 -1.07376 -3.61698 -0.079
C -1.21729 -2.40500 -3.98448 -0.085
C -1.40704 -3.40115 -3.04016 -0.081
C -1.71658 -3.06637 -1.73648 -0.115
C -2.77263 0.38850 0.28312 -0.494
C -3.91328 0.77466 -0.41776 -0.102
C -4.24705 2.11261 -0.49539 -0.089
C -3.46320 3.04599 0.16143 -0.102
C -2.33790 2.64365 0.86657 -0.180
C -1.94505 1.30758 0.94660 -0.339
H -7.46515 -3.50803 1.13561 0.102
H -6.16117 -2.58264 3.01476 0.104
H -3.90735 -1.66623 2.61391 0.088
H -4.24449 -2.64996 -1.52961 0.102
H -6.49435 -3.54475 -1.12886 0.104
H -1.71754 0.31241 -2.03064 0.102
H -1.16623 -0.29690 -4.35086 0.103
H -0.98388 -2.66659 -5.00386 0.101
H -1.31356 -4.43839 -3.32562 0.105
H -1.85856 -3.83994 -0.99104 0.113
H -4.53259 0.03273 -0.90585 0.103
H -5.11506 2.42830 -1.05513 0.100
H -3.72046 4.09660 0.11487 0.097
H -1.75328 3.41104 1.36192 0.075
S 5.05612 4.73538 -0.37809 0.980
C 3.79399 3.47336 -0.22409 -0.505
C 2.46494 3.78999 -0.46743 -0.061
C 1.51279 2.79498 -0.30812 -0.129
N 1.81224 1.55317 0.05661 -0.015
C 3.08941 1.25003 0.25684 -0.137
C 4.11915 2.17190 0.12340 -0.054
C 5.06543 5.20509 1.36485 -0.510
C 4.28806 6.26697 1.79461 -0.078
C 4.35278 6.60820 3.13867 -0.141
N 5.11221 5.97421 4.01172 0.064
C 5.84794 4.96328 3.59039 -0.134
C 5.86651 4.53247 2.27023 -0.075
H 2.18572 4.78882 -0.76264 0.108
H 0.46174 2.99730 -0.48539 0.106
H 3.29884 0.22129 0.52739 0.078
H 5.14485 1.88429 0.29171 0.111
H 3.66461 6.81463 1.10666 0.102
H 3.77232 7.43095 3.53352 0.108
H 6.45535 4.47967 4.34282 0.110
H 6.49263 3.71189 1.95978 0.103
C -1.68203 -2.56869 4.53604 -0.378
S -0.09284 -3.46198 4.36491 0.799
C 1.06031 -2.16021 4.61476 -1.026
C 1.77579 -1.55425 3.63619 -1.212
S 1.67453 -1.82684 1.96036 0.398
S 2.99090 -0.38883 4.23015 0.855
C 2.73970 -0.63887 5.94156 -1.522
S 3.63894 0.08017 7.09761 0.537
S 1.44078 -1.73511 6.28388 0.888
H -2.45777 -3.32803 4.57861 0.032
H -1.82678 -1.93768 3.65621 -0.003
H -1.68514 -1.98650 5.45419 0.034
```

Total energy (Eh): -4752.02455
Charge: 0
Molecular weight (g/mol): 701.0
HOMO energy (eV): -7.43
LUMO level (Ha): -0.0135
ΔE to the lowest compared entry with this formula, charge and spin (kJ/mol): 71.1


3.
This record from the OMol25 dataset describes a structure of composition C32H25ClN3NiO2. The level of theory is ωB97M-V/def2-TZVPD.

XYZ file:
```
64
Properties=species:S:1:pos:R:3:lowdin_charge:R:1
Ni -1.07797 -0.37067 0.39117 0.363
O 4.32102 -1.52742 -5.44458 0.130
C 4.59827 -1.00501 -4.23336 -0.477
O 5.66018 -0.49755 -4.02244 0.142
C 3.58402 -1.21650 -3.14592 -0.125
C 3.67841 -0.39868 -2.02571 0.014
C 2.79035 -0.54215 -0.97491 0.000
C 1.80439 -1.52336 -1.03371 -0.271
C 1.69674 -2.34068 -2.15190 -0.007
C 2.59334 -2.19231 -3.19712 -0.011
N 0.86488 -1.63491 0.02242 0.102
C 1.27432 -1.94852 1.17633 -0.043
C 0.33675 -1.91170 2.31567 -0.221
C 0.64466 -2.52467 3.51679 0.010
C -0.27061 -2.47149 4.55614 -0.024
C -1.46087 -1.79486 4.35835 -0.020
C -1.68962 -1.19027 3.13124 -0.069
N -0.81325 -1.24390 2.13052 0.059
H 3.41078 -1.83952 -5.49499 0.096
H 4.46162 0.34659 -1.99474 0.131
H 2.83892 0.11185 -0.11265 0.117
H 0.93634 -3.10988 -2.19193 0.109
H 2.52176 -2.87381 -4.03672 0.120
H 2.30880 -2.23526 1.37639 0.151
H 1.58943 -3.04065 3.62660 0.126
H -0.05577 -2.94699 5.50322 0.122
H -2.20329 -1.71901 5.13946 0.119
H -2.59724 -0.63161 2.94526 0.125
C 2.30795 5.62755 1.88382 -0.079
C 1.60448 5.22467 0.75567 -0.072
C 1.09324 3.94050 0.67278 -0.031
C 1.27332 3.03774 1.72093 -0.220
C 1.99244 3.44792 2.84194 -0.045
C 2.50292 4.73388 2.92654 -0.075
C 0.73652 1.66222 1.68436 -0.043
C -0.15813 1.18543 0.83824 -0.124
C -1.06395 1.61837 -0.18391 -0.284
C -2.23482 2.38641 0.07785 -0.013
C -3.22728 2.46370 -0.85761 -0.064
C -3.12685 1.75803 -2.07450 -0.073
C -2.02158 1.00109 -2.34490 -0.060
C -0.97398 0.90890 -1.40006 -0.069
H 2.70862 6.63044 1.94452 0.107
H 1.46183 5.91334 -0.06679 0.107
H 0.56423 3.63339 -0.22056 0.109
H 2.14858 2.75103 3.65759 0.110
H 3.05575 5.03729 3.80573 0.107
H 1.13847 0.98850 2.43957 0.104
H -2.30302 2.92207 1.01630 0.129
H -4.10017 3.07505 -0.66735 0.114
H -3.92321 1.83689 -2.80305 0.113
H -1.92812 0.48581 -3.29231 0.116
H -0.03143 0.45368 -1.68526 0.118
Cl -2.59247 -5.11074 -2.12246 0.724
C -3.09178 -3.61429 -1.43129 -0.639
C -4.42367 -3.23341 -1.42986 -0.057
C -4.75290 -2.01512 -0.86021 -0.023
C -3.75065 -1.22760 -0.32341 -0.099
N -2.46831 -1.60492 -0.32702 0.015
C -2.14335 -2.77926 -0.86903 -0.124
H -5.17685 -3.87710 -1.86324 0.121
H -5.77785 -1.67386 -0.83468 0.120
H -3.96557 -0.25945 0.11145 0.116
H -1.09879 -3.05519 -0.84868 0.093
```

Total energy (Eh): -3517.46886
Charge: +1
Molecular weight (g/mol): 577.7
HOMO energy (eV): -10.66
LUMO level (Ha): -0.1303
ΔE to the lowest compared entry with this formula, charge and spin (kJ/mol): 46.4


4.
This record from the OMol25 dataset describes a structure of composition C32H25F6N5O4Sn in a non-equilibrium geometry. The level of theory is ωB97M-V/def2-TZVPD.

XYZ file:
```
73
Properties=species:S:1:pos:R:3:lowdin_charge:R:1
Sn -0.46572 -0.69147 0.16290 1.416
C 3.21513 -3.42770 0.74062 -0.007
C 1.90845 -2.80341 0.37738 -0.232
N 1.46818 -1.72905 0.90722 -0.015
N 2.14238 -1.05540 1.84910 0.098
C 1.31727 -0.22139 2.46685 -0.425
O 0.05660 -0.21783 2.27781 -0.084
C 1.91162 0.70831 3.45779 -0.151
C 1.07286 1.57414 4.15143 -0.027
C 1.60283 2.46846 5.06765 -0.074
C 2.97150 2.49661 5.29485 -0.084
C 3.81190 1.63797 4.59717 -0.077
C 3.28477 0.74189 3.68226 -0.032
C 0.99009 -3.43385 -0.58269 -0.193
C 1.32154 -4.55793 -1.32663 0.007
C 0.36327 -5.11382 -2.15688 -0.037
C -0.90083 -4.54747 -2.21736 -0.029
C -1.15134 -3.42383 -1.45148 -0.089
N -0.22495 -2.89116 -0.65937 0.035
H 3.73773 -2.77735 1.43531 0.072
H 3.06504 -4.40278 1.20938 0.096
H 3.83209 -3.57127 -0.14875 0.088
H 0.01089 1.53894 3.94929 0.119
H 0.94885 3.14552 5.60206 0.103
H 3.38787 3.19519 6.00990 0.101
H 4.88097 1.67033 4.76439 0.101
H 3.92605 0.07348 3.12516 0.108
H 2.31274 -4.98247 -1.26218 0.113
H 0.60248 -5.98484 -2.75279 0.114
H -1.67620 -4.96117 -2.84551 0.112
H -2.11546 -2.93313 -1.44745 0.128
O -2.03260 -1.53987 1.14704 -0.182
C -2.85394 -0.83649 1.92124 -0.334
C -3.07902 -1.25786 3.24092 -0.004
C -4.02272 -0.64182 4.02952 -0.070
C -4.77043 0.43926 3.54137 -0.092
C -4.52855 0.89400 2.26894 -0.039
C -3.55699 0.28698 1.45630 -0.151
C -3.31479 0.79812 0.14217 -0.046
N -2.41149 0.31284 -0.63039 -0.060
N -2.27391 0.87851 -1.87059 0.084
C -1.39724 0.18414 -2.54082 -0.465
O -0.69320 -0.77173 -2.02375 -0.137
C -1.15048 0.55413 -3.95806 -0.167
C -1.77467 1.65855 -4.53184 -0.029
C -1.52238 1.98568 -5.85337 -0.076
C -0.64842 1.21409 -6.61032 -0.087
C -0.02453 0.11375 -6.04059 -0.077
C -0.27394 -0.21449 -4.71603 -0.025
H -2.47860 -2.08109 3.60592 0.122
H -4.18024 -0.98566 5.04407 0.104
H -5.51514 0.91456 4.16496 0.099
H -5.06004 1.75788 1.88597 0.113
H -3.97432 1.56840 -0.25865 0.140
H -2.43841 2.25956 -3.92529 0.111
H -2.00731 2.84437 -6.29972 0.103
H -0.44538 1.47926 -7.64011 0.101
H 0.65790 -0.48812 -6.62697 0.102
H 0.21878 -1.05796 -4.25063 0.113
C 0.74064 2.27992 -1.97324 0.032
C 1.15685 2.01794 -0.53242 -0.390
O 0.90721 0.75458 -0.02799 -0.197
C 2.69058 2.19588 -0.43828 -0.560
F 3.29686 1.28728 -1.21949 0.158
F 3.16554 2.03304 0.79637 0.173
F 3.07949 3.41033 -0.86145 0.156
C 0.44172 3.06266 0.36019 -0.548
F 0.53397 4.30837 -0.12941 0.160
F -0.87055 2.75728 0.42135 0.146
F 0.89327 3.09633 1.61286 0.178
H 1.15184 1.49487 -2.60546 0.106
H 1.09831 3.24832 -2.31439 0.106
H -0.34226 2.26069 -2.03736 0.075
```

Total energy (Eh): -2622.74903
Charge: 0
Molecular weight (g/mol): 776.3
HOMO energy (eV): -8.05
LUMO level (Ha): -0.0269
ΔE to the lowest compared entry with this formula, charge and spin (kJ/mol): 38.8


- Look up the total energy of the fourth one.
  -2622.74903 Eh


- Look up the charge of the third one.
  +1